Entry 1:
Density functional theory data (wB97M-V/def2-TZVPD) for a 2-piece molecular cluster, C2H9N2 overall in a non-equilibrium geometry.

Geometry (Å):
1 N 1.5753 -1.0216 0.2612
2 H 2.2826 -0.3060 0.4352
3 H 1.9175 -1.6675 -0.4532
4 H 0.7161 -0.5814 -0.1925
5 H 1.4008 -1.5431 1.1170
6 C -1.0034 1.0995 0.9500
7 C -1.3238 0.3334 -0.0790
8 N -0.4502 0.1897 -1.2354
9 H -0.1118 1.7197 0.9738
10 H -1.6803 1.1670 1.7926
11 H -2.1448 -0.3625 -0.0728
12 H -1.0294 -0.1553 -1.9930
13 H -0.1486 1.1281 -1.5040

For the relative energy (zero: lowest compared OMol25 entry of this formula, charge and spin), the calculation gives 68.6 kJ/mol. For the energy, the calculation gives -190.84815 a.u. The HOMO energy comes out at -13.547 eV. The calculation puts the LUMO energy at -3.70 eV. Its total charge is +1. The calculation puts the largest force on an atom at 1.2 eV Å⁻¹.


Entry 2:
Density functional theory data (wB97M-V/def2-TZVPD) for a 2-piece molecular cluster, C2H9N2 overall in a non-equilibrium geometry.

Geometry (Å):
1 C -1.6387 -0.0772 0.2075
2 C -0.1935 1.7948 -0.5368
3 N -0.3843 0.5747 -0.1635
4 H -1.7110 -0.3099 1.2911
5 H -1.6746 -0.9622 -0.4399
6 H -2.4258 0.5807 -0.0946
7 H -1.0295 2.4282 -0.7486
8 H 0.8342 2.2006 -0.6239
9 H 0.6214 0.0370 0.0342
10 N 1.7550 -1.2949 0.2414
11 H 1.8568 -1.7463 -0.6429
12 H 2.6696 -1.1612 0.6879
13 H 1.3202 -2.0644 0.7881

For the relative energy (zero: lowest compared OMol25 entry of this formula, charge and spin), the calculation gives 272.7 kJ/mol. For the energy, the calculation gives -190.26207 a.u. The HOMO energy (alpha / beta) comes out at -22.273 / -22.208 eV. The calculation puts the LUMO energy (alpha / beta) at -9.58 / -15.96 eV. Its multiplicity is 2. Its expectation value of S² is 0.76. Its total charge is +2. The calculation puts the largest force on an atom at 3.6 eV Å⁻¹.


Entry 3:
Density functional theory data (wB97M-V/def2-TZVPD) for a 2-piece molecular cluster, C2H9N2O overall in a non-equilibrium geometry.

Geometry (Å):
1 C -0.0910 1.6209 1.2055
2 O 1.1245 1.3250 0.2872
3 H -0.7768 2.3263 0.6705
4 H -0.7806 0.7591 1.3394
5 H 0.1194 2.1631 2.2060
6 N -0.3964 -0.5866 -1.8241
7 C -0.3512 -1.2949 -0.4484
8 N 0.8205 -1.2943 0.2627
9 H -0.7455 0.3324 -1.5368
10 H 0.4956 -0.0967 -1.9132
11 H -1.1468 -0.6494 0.0241
12 H -0.8143 -2.1776 -0.6808
13 H 1.4174 -2.1133 -0.0610
14 H 1.1254 -0.3142 0.4690

For the relative energy (zero: lowest compared OMol25 entry of this formula, charge and spin), the calculation gives 184.9 kJ/mol. For the energy, the calculation gives -266.27415 a.u. The HOMO energy comes out at -3.046 eV. The calculation puts the LUMO energy at 4.60 eV. Its total charge is -1. The calculation puts the largest force on an atom at 4.7 eV Å⁻¹.


Entry 4:
Density functional theory data (wB97M-V/def2-TZVPD) for a 2-piece molecular cluster, C2H9N2O overall in a non-equilibrium geometry.

Geometry (Å):
1 C -1.3152 1.9352 0.5359
2 O -0.0003 1.9590 0.4415
3 H -1.7356 0.9679 0.9001
4 H -1.9098 2.5588 1.3730
5 H -1.8649 2.3930 -0.3340
6 N 1.0720 -0.3722 -1.0771
7 C 0.0652 -1.2203 -0.5674
8 N 0.5184 -2.2566 0.5051
9 H 0.7948 0.5775 -0.7609
10 H 1.9762 -0.2799 -0.6186
11 H -0.8398 -0.7889 -0.1530
12 H -0.2193 -1.9666 -1.3240
13 H -0.0100 -2.0547 1.3466
14 H 0.3346 -3.2273 0.2985

For the relative energy (zero: lowest compared OMol25 entry of this formula, charge and spin), the calculation gives 151.4 kJ/mol. For the energy, the calculation gives -266.28690 a.u. The HOMO energy comes out at -2.420 eV. The calculation puts the LUMO energy at 4.20 eV. Its total charge is -1. The calculation puts the largest force on an atom at 4.4 eV Å⁻¹.


Entry 5:
Density functional theory data (wB97M-V/def2-TZVPD) for a 2-piece molecular cluster, C2H9N2O overall in a non-equilibrium geometry.

Geometry (Å):
1 C 0.6107 1.4162 -1.4091
2 C 0.0858 -0.8464 1.3502
3 N 0.1096 0.0105 -1.2565
4 N -0.9783 -1.0554 2.1618
5 O -0.7065 0.0002 -0.1929
6 H 0.9400 1.4484 -2.4178
7 H -0.1988 2.0689 -1.1178
8 H 1.5998 1.6610 -0.8805
9 H 0.7139 -0.0780 1.4624
10 H 0.4161 -1.8451 0.9012
11 H -0.4262 -0.2039 -2.1136
12 H -1.4084 -0.2106 2.5247
13 H 0.9023 -0.6306 -1.0731
14 H -1.6599 -1.7351 2.0611

For the relative energy (zero: lowest compared OMol25 entry of this formula, charge and spin), the calculation gives 434.2 kJ/mol. For the energy, the calculation gives -265.98631 a.u. The HOMO energy comes out at -14.723 eV. The calculation puts the LUMO energy at -3.34 eV. Its total charge is +1. The calculation puts the largest force on an atom at 7.2 eV Å⁻¹.


Entry 6:
Density functional theory data (wB97M-V/def2-TZVPD) for an isolated ion of composition C2H9N2O and charge +1.

Geometry (Å):
1 N -1.3076 -0.3908 -1.1789
2 C -0.5658 0.7077 -0.4409
3 N 0.7912 0.3463 -0.3532
4 C 1.1506 -0.4648 0.8070
5 O 0.5496 0.0391 1.9699
6 H -0.6713 -0.8447 -1.8399
7 H -2.1166 -0.0529 -1.6994
8 H -1.6266 -1.1218 -0.5428
9 H -1.0942 0.8594 0.5046
10 H -0.7307 1.6329 -0.9847
11 H 1.3687 1.1733 -0.4347
12 H 0.8323 -1.4884 0.6153
13 H 2.2368 -0.4451 0.8823
14 H 1.1834 0.0498 2.6953

For the relative energy (zero: lowest compared OMol25 entry of this formula, charge and spin), the calculation gives 155.7 kJ/mol. For the energy, the calculation gives -266.09238 a.u. The HOMO energy comes out at -14.603 eV. The calculation puts the LUMO energy at -3.66 eV. Its total charge is +1. The calculation puts the largest force on an atom at 1.0 eV Å⁻¹.


Entry 7:
Density functional theory data (wB97M-V/def2-TZVPD) for a 2-piece molecular cluster, C2H9N2O2P overall in a non-equilibrium geometry.

Geometry (Å):
1 C 1.2966 1.6482 0.0717
2 C 0.9057 0.2021 -0.3253
3 N -1.1308 -2.0444 0.2137
4 N -0.3456 0.0052 0.2652
5 O -2.2578 0.1290 -1.5263
6 O -2.8470 0.2259 0.8727
7 P -1.7533 0.7973 -0.1579
8 H 0.5407 2.3584 -0.0571
9 H 1.5923 1.3886 1.1775
10 H 2.0873 1.9200 -0.6937
11 H 0.9784 -0.1233 -1.4322
12 H 1.6787 -0.3942 0.1433
13 H -0.4899 -2.1729 0.9199
14 H -0.7356 -2.5656 -0.5552
15 H -1.9599 -0.7331 -1.4843
16 H -2.8764 -0.7267 0.9807

For the relative energy (zero: lowest compared OMol25 entry of this formula, charge and spin), the calculation gives 402.4 kJ/mol. For the energy, the calculation gives -682.84878 a.u. The HOMO energy (alpha / beta) comes out at -8.892 / -9.312 eV. The calculation puts the LUMO energy (alpha / beta) at -0.84 / -1.06 eV. The calculation puts the largest force on an atom at 3.6 eV Å⁻¹.


Entry 8:
Density functional theory data (wB97M-V/def2-TZVPD) for a 2-piece molecular cluster, C2H9N2OS overall in a non-equilibrium geometry.

Geometry (Å):
1 C -0.1514 -1.1968 -0.3043
2 C -0.2211 0.1505 -0.6749
3 N -1.3103 0.9384 -0.4884
4 N -0.7739 -1.2794 -1.5897
5 O 1.1971 1.2653 2.8633
6 S 1.9730 0.7980 1.4271
7 H -0.7094 -1.4839 0.6746
8 H 0.8826 -1.6564 -0.1966
9 H 0.7210 0.4704 -1.1630
10 H -1.3111 1.8604 -0.8612
11 H -2.1345 0.5110 -0.2690
12 H -0.1557 -1.9015 -2.2017
13 H 1.8205 0.8575 3.4645
14 H -1.7787 -1.2591 -1.4273
15 H 1.9519 1.9257 0.7467

For the relative energy (zero: lowest compared OMol25 entry of this formula, charge and spin), the calculation gives 198.4 kJ/mol. For the energy, the calculation gives -664.18396 a.u. The HOMO energy comes out at -12.811 eV. The calculation puts the LUMO energy at -3.38 eV. Its total charge is +1. The calculation puts the largest force on an atom at 5.6 eV Å⁻¹.